This record from the Open Molecules 2025 dataset describes a molecular structure, C7H9N at a distorted geometry. The level of theory is wB97M-V/def2-TZVPD.

Summary:
Orbital gap = 9.169 eV
Energy above the lowest of the compared OMol25 structures with the same formula, charge and spin = 193.9 kcal per mole
Electronic energy = -8886.7485 eV

```
! wB97M-V def2-TZVPD RIJCOSX def2/J DEFGRID3
* xyz 0 1
N 3.750 -1.114 0.088
C -1.812 -0.961 0.781
C 0.093 2.018 -0.216
C 0.221 -1.287 -0.569
C 1.230 -0.339 0.104
C 2.626 -0.755 0.242
C -1.146 -1.193 -0.576
C 1.203 1.096 0.091
H -0.353 1.859 -1.393
H 0.190 3.255 -0.113
H -1.007 1.702 0.448
H -1.051 -1.248 1.924
H 0.714 -1.443 -1.613
H 2.196 1.582 0.640
H -2.444 -1.971 0.536
H -2.215 0.319 0.968
H -2.195 -1.520 -1.344
*
```


This record from the Open Molecules 2025 dataset describes a molecular structure, C7H9N at a distorted geometry. The level of theory is wB97M-V/def2-TZVPD.

Summary:
Orbital gap = 9.819 eV
Energy above the lowest of the compared OMol25 structures with the same formula, charge and spin = 152.4 kcal per mole
Electronic energy = -8888.5462 eV

```
! wB97M-V def2-TZVPD RIJCOSX def2/J DEFGRID3
* xyz 0 1
N -1.124 0.587 0.765
C 1.885 -0.513 -0.605
C 1.051 -0.409 0.589
C -1.371 0.407 -0.604
C 1.333 0.931 -0.099
C -0.233 1.293 -0.140
C -1.214 -1.088 -0.454
C -0.385 -0.762 0.674
H 2.999 -0.947 -0.355
H 2.236 1.518 0.181
H -0.814 -1.841 -1.139
H -0.580 2.337 -0.404
H -2.245 -1.439 -0.225
H 1.747 -0.760 1.490
H -2.323 0.616 -1.106
H 1.369 -1.169 -1.358
H -0.921 -1.571 1.395
*
```


This record from the Open Molecules 2025 dataset describes 2 unconnected molecules or ions with the total composition C7H9N at a distorted geometry. The level of theory is wB97M-V/def2-TZVPD.

Summary:
Orbital gap = 10.332 eV
SMILES string = c1ccncc1.C=C
Energy above the lowest of the compared OMol25 structures with the same formula, charge and spin = 74.9 kcal per mole
Electronic energy = -8891.9066 eV

```
! wB97M-V def2-TZVPD RIJCOSX def2/J DEFGRID3
* xyz 0 1
N 0.865 1.835 -1.137
C -0.682 -0.239 -2.236
C -0.456 1.840 -1.130
C 0.181 -0.404 2.833
C 1.367 0.649 -1.403
C 0.715 -0.281 -2.017
C -0.165 -1.688 3.174
C -1.279 0.851 -1.648
H -0.841 2.834 -1.001
H -1.105 -1.023 -2.679
H 2.465 0.236 -1.064
H 1.302 -1.091 -2.041
H -2.369 0.833 -1.543
H 0.528 -2.626 3.310
H -0.565 0.353 2.711
H -1.177 -1.942 3.385
H 1.216 -0.138 2.488
*
```


Question: Number 2 is which compound?
Answer: C7H9N